# C2H6N4

C2H6N4 in the gas phase (wB97M-V/def2-TZVPD, OMol25).

HOMO energy   -8.084 eV
Total energy   -8128.020 eV
2S+1   1
ΔE to the lowest compared entry with this formula, charge and spin   93.9 kcal/mol
SMILES   C=CN/N=N\N

Positions of all 12 atoms, in Å:
1 C 1.78329 0.81628 -0.77185
2 C 0.95428 -0.22336 -0.86703
3 N -0.40893 -0.19100 -0.75088
4 N -1.13208 -1.27453 -0.37229
5 N -1.95603 -0.98176 0.52966
6 N -1.53156 -0.00353 1.38988
7 H 2.85670 0.67448 -0.84624
8 H 1.41745 1.82484 -0.60869
9 H 1.34265 -1.22917 -1.01888
10 H -0.81872 0.68847 -0.44076
11 H -1.99195 -0.07810 2.29269
12 H -0.51512 -0.02261 1.46438

Atomic forces in eV per Å
C 0.0 0.1 0.0
C 1.0 -0.6 0.0
N 1.0 1.3 0.1
N -2.3 0.1 -0.9
N 0.9 -2.3 1.1
N -0.3 1.4 0.3
H -0.3 0.0 -0.1
H 0.0 -0.1 0.0
H -0.1 0.1 0.0
H 0.2 -0.1 -0.1
H 0.0 -0.2 -0.5
H -0.2 0.2 0.2

# C2H6N4

A molecular structure, C2H6N4 (wB97M-V/def2-TZVPD, OMol25).

HOMO energy   -7.779 eV
Total energy   -8127.688 eV
2S+1   1
ΔE to the lowest compared entry with this formula, charge and spin   101.6 kcal/mol

Positions of all 12 atoms, in Å:
1 C -0.44833 0.27080 -0.02418
2 C 1.86875 -0.62722 0.00152
3 N -1.13499 -0.89676 0.58434
4 N -1.58730 0.92822 -0.16297
5 N -2.29693 -0.04996 0.59431
6 N 0.91729 0.50097 -0.08369
7 H 2.94835 -0.18159 0.00463
8 H 1.74709 -0.99737 1.04296
9 H 1.77969 -1.41011 -0.75371
10 H -1.91202 1.88219 -0.19997
11 H -3.04865 -0.48127 -0.07913
12 H 1.16704 1.06211 -0.92411

Atomic forces in eV per Å
C -0.4 -6.5 3.3
C 1.3 1.0 1.9
N 3.3 3.7 -1.9
N -1.8 1.4 -0.5
N -1.8 -0.6 -2.0
N -0.1 1.2 -2.3
H -2.0 -0.7 -0.3
H 0.0 -0.4 -0.9
H -0.2 0.1 0.1
H 0.6 0.2 0.2
H 1.6 0.8 1.5
H -0.4 -0.3 1.0